# 1
{"formula": "C10H14N2O2S", "method": "wB97M-V/def2-TZVPD", "species": ["S", "O", "O", "N", "N", "C", "C", "C", "C", "C", "C", "C", "C", "C", "C", "H", "H", "H", "H", "H", "H", "H", "H", "H", "H", "H", "H", "H", "H"], "coordinates": [[0.54966, -1.34295, -0.54733], [1.00727, -1.61674, -1.90008], [1.54988, -1.34331, 0.48742], [-2.82756, -1.03569, -1.70282], [-0.78636, -3.10176, 1.12501], [1.87885, 1.30085, -0.66399], [0.66246, 1.20684, -0.07566], [2.83104, 2.11094, -0.07238], [-2.40727, -1.14981, -0.37317], [1.27359, 2.82487, 1.50734], [0.41288, 1.89294, 1.10721], [2.55003, 2.93574, 1.00578], [-0.32899, 0.20588, -0.62595], [-0.77728, -2.60246, -0.16161], [-1.61804, 0.05009, 0.15834], [-1.08257, -3.25731, -0.94273], [-0.40068, -4.06209, 1.23732], [-0.31422, -2.39429, 1.72027], [-1.38864, -0.11203, 1.26246], [-2.14409, 1.05546, 0.04620], [-0.61743, 2.02060, 1.45875], [3.76090, 2.29707, -0.61449], [2.35847, 0.65126, -1.34012], [-0.35600, 0.26947, -1.81010], [1.04061, 3.35753, 2.38773], [-2.78743, -1.98391, -2.17468], [-3.17790, -1.41425, 0.35661], [3.37364, 3.56893, 1.42244], [-2.23483, -0.33188, -2.27776]], "atomic_forces_ev_per_a": [[-0.08, -2.97, -1.34], [-0.15, 0.17, 0.06], [-0.39, -0.05, 0.76], [1.12, -0.16, -2.32], [0.87, -0.21, 1.18], [1.98, 0.74, 1.14], [-1.52, -1.01, -0.02], [0.75, 1.80, -0.54], [2.76, -0.49, 1.24], [2.14, 1.13, 2.19], [-2.79, 0.06, -2.08], [1.25, -0.20, -0.52], [0.80, 0.16, -1.37], [-2.30, 3.79, -0.07], [-0.50, 0.75, -0.02], [0.45, -0.41, -0.70], [-0.20, 1.25, -0.02], [-0.27, -1.29, -0.04], [-0.27, 0.25, -1.39], [0.13, -1.25, 0.34], [0.43, -0.70, 0.22], [0.06, -0.58, 0.37], [-0.64, -0.81, -1.49], [-0.55, 0.31, 2.49], [-0.39, 0.88, 0.79], [-0.28, 1.80, 0.51], [0.15, -0.64, -0.34], [-1.21, -0.41, -0.33], [-1.34, -1.89, 1.32]], "lowdin_charge": [0.693, -0.343, -0.294, 0.008, -0.014, -0.060, -0.248, -0.069, -0.260, -0.109, -0.051, -0.066, -0.340, -0.276, -0.201, 0.085, 0.108, 0.087, 0.139, 0.145, 0.120, 0.111, 0.108, 0.167, 0.098, 0.109, 0.113, 0.123, 0.115], "gap_ha": 0.312, "spin_multiplicity": 1, "de_lowest_kcal_mol": 94.69, "e_lumo_ev": 0.73}

---

# 2
{"formula": "C9H18N2O4", "method": "wB97M-V/def2-TZVPD", "species": ["O", "O", "O", "O", "N", "N", "C", "C", "C", "C", "C", "C", "C", "C", "C", "H", "H", "H", "H", "H", "H", "H", "H", "H", "H", "H", "H", "H", "H", "H", "H", "H", "H"], "coordinates": [[2.76224, -2.91653, 2.00378], [0.82174, 0.94483, -0.50007], [1.04809, -3.24714, 0.50620], [0.31317, -0.55626, 3.25002], [0.25122, -0.90629, 0.57100], [-2.06712, -1.28726, -0.91881], [-1.08011, -0.17440, -1.35839], [-0.41629, 3.03299, -3.00337], [1.88784, -2.47921, 1.34137], [-2.26262, 3.84351, -1.52400], [-1.86297, 1.28202, -1.55200], [0.09762, 0.00071, -0.49814], [1.50882, -0.98371, 1.19905], [1.34648, -0.10639, 2.44668], [-1.31873, 2.71161, -1.69448], [-0.15345, -1.89811, 0.47131], [-0.53644, 0.07755, 2.84262], [-3.10371, 3.77132, -2.20002], [2.20557, -0.02892, 3.10619], [-2.81009, 3.45521, -0.55206], [-2.74800, 1.29429, -2.20652], [-2.43375, -1.01585, 0.02606], [-1.28031, 3.56958, -3.97816], [2.34106, -0.46947, 0.73094], [-0.64237, -0.41004, -2.39911], [1.23443, -4.21004, 0.56040], [-2.84998, -1.29772, -1.73396], [0.21697, 1.96052, -3.27213], [1.19436, 0.87257, 2.12218], [-0.67574, 2.61972, -0.78735], [-2.51938, 1.55453, -0.65581], [-1.99891, 4.82918, -1.21159], [0.30888, 4.11847, -2.64805]], "atomic_forces_ev_per_a": [[0.44, -0.46, 0.28], [1.44, 1.88, -1.19], [1.06, -0.32, 0.83], [-5.16, 3.08, -1.28], [-2.13, -1.98, -2.89], [-0.23, 1.82, -2.31], [-2.51, 1.04, -2.56], [-0.14, 1.32, 0.01], [-1.21, 0.46, -0.72], [-3.40, -2.81, 3.44], [-2.99, 0.63, 1.05], [-0.54, -1.99, 3.45], [0.74, 0.06, 1.46], [1.76, -1.86, 1.25], [4.69, -0.16, -1.09], [0.30, 2.51, -0.24], [3.30, -3.31, 2.14], [0.03, 0.57, -0.75], [0.64, -0.47, -0.20], [0.49, 1.09, -1.23], [0.45, -1.36, -0.88], [-0.07, -0.22, -1.54], [2.96, -2.18, 2.86], [0.06, -0.19, -1.07], [-0.86, -0.01, 1.47], [0.21, 0.86, 0.27], [2.14, 0.11, 3.08], [-1.56, 3.68, 0.23], [-0.34, 1.62, -0.95], [0.41, 1.23, -0.88], [1.05, -1.41, -0.03], [0.90, 0.56, -0.56], [-1.92, -3.78, -1.45]], "lowdin_charge": [0.155, 0.095, 0.045, -0.092, 0.069, 0.006, -0.234, -0.112, -0.395, -0.126, -0.134, -0.468, -0.222, -0.260, -0.551, 0.149, 0.210, 0.070, 0.129, 0.104, 0.102, 0.080, 0.149, 0.160, 0.166, 0.141, 0.136, 0.106, 0.097, 0.112, 0.108, 0.070, 0.138], "gap_ha": 0.375, "spin_multiplicity": 1, "de_lowest_kcal_mol": 162.83, "e_lumo_ev": 0.43}

---

Here are the calculated E_tot numbers, same order: -1047.497471 -764.022067 (hartree).
Here are the calculated F_max numbers, same order: 4.4 6.1 (eV/Å).